Here is a 2-piece molecular cluster, C6H14N2O2 overall in a non-equilibrium geometry from the OMol25 dataset. Energies are from ωB97M-V/def2-TZVPD.

The total energy is -13515.3675 eV. As for the multiplicity: 2. The total charge is +1. As for the expectation value of S²: 0.766. For the relative energy (zero: lowest compared OMol25 entry of this formula, charge and spin), the calculation gives 32.11 kcal per mole.

Geometry (Å):
C  -1.707  -2.013  -0.210
C  1.353  -1.631  2.042
C  -0.281  -1.749  0.143
O  0.647  -1.679  -0.609
N  0.031  -1.763  1.554
H  -1.843  -1.621  -1.222
H  -0.640  -2.181  2.203
H  1.841  -2.622  2.060
H  -1.979  -3.059  -0.140
H  -2.358  -1.408  0.431
H  1.933  -1.023  1.361
H  1.360  -1.304  3.079
C  0.537  2.008  1.208
C  -0.478  1.082  -2.364
C  -0.249  1.876  -1.093
O  -0.806  2.949  -0.960
N  0.577  1.387  -0.117
H  1.158  0.581  -0.255
H  -0.444  2.472  1.340
H  -0.219  1.758  -3.170
H  0.698  1.256  1.988
H  1.299  2.778  1.295
H  -0.011  0.098  -2.479
H  -1.553  0.947  -2.436

Here is a 5-piece molecular cluster, C32H74IN5O6S overall in a non-equilibrium geometry from the OMol25 dataset. Energies are from ωB97M-V/def2-TZVPD.

The total energy is -73047.4679 eV. Its SMILES is CCOC[C@@]1(I)OS(=O)(=O)O[C@H]1CCC(N)=O.CCN(CC)CC.CCN(CC)CC.CCN(CC)CC.CCN(CC)CC. As for the multiplicity: 1.

Geometry (Å):
C  0.204  3.154  0.672
C  -0.788  1.838  0.382
O  0.105  0.671  0.380
C  -0.597  -0.594  0.190
C  -1.286  -1.280  1.479
I  -3.387  -1.524  0.767
O  -0.858  -2.716  1.541
S  -1.247  -3.401  3.076
O  -0.343  -4.617  3.413
O  -2.735  -3.786  3.356
O  -1.069  -1.939  3.936
C  -1.122  -0.766  2.998
C  0.131  0.128  3.526
C  1.553  -0.504  3.003
C  2.302  -1.464  4.113
N  2.129  -1.288  5.606
O  3.089  -2.436  3.647
H  0.800  2.896  1.649
H  0.989  3.200  -0.204
H  -0.384  4.165  0.711
H  -1.557  1.693  1.263
H  -1.291  1.940  -0.674
H  -1.417  -0.431  -0.649
H  0.192  -1.364  -0.266
H  -2.082  -0.201  3.362
H  -0.048  1.237  3.181
H  0.086  0.125  4.713
H  1.448  -1.164  2.017
H  2.274  0.388  2.707
H  1.687  -2.201  5.926
H  3.095  -1.180  5.993
C  4.030  4.597  5.144
C  4.393  3.151  5.461
N  5.016  2.436  4.344
C  5.090  0.987  4.550
C  5.963  0.480  5.693
C  6.217  3.048  3.773
C  7.396  3.298  4.707
H  3.398  4.661  4.251
H  3.472  5.033  5.981
H  4.919  5.217  4.988
H  3.456  2.642  5.727
H  5.025  3.132  6.358
H  5.412  0.504  3.619
H  4.070  0.616  4.716
H  7.026  0.555  5.453
H  5.754  -0.580  5.873
H  5.776  1.011  6.630
H  5.933  4.007  3.322
H  6.565  2.447  2.922
H  7.094  3.748  5.657
H  8.098  3.995  4.232
H  7.951  2.383  4.914
C  -0.698  -4.051  6.738
C  -0.131  -3.990  8.152
N  -0.859  -3.087  9.046
C  -0.148  -2.806  10.296
C  0.089  -3.971  11.252
C  -2.296  -3.335  9.188
C  -2.730  -4.712  9.679
H  -0.769  -3.051  6.295
H  -0.044  -4.655  6.100
H  -1.690  -4.513  6.716
H  0.905  -3.635  8.061
H  -0.078  -5.008  8.558
H  -0.666  -2.005  10.838
H  0.830  -2.378  10.040
H  -0.827  -4.256  11.774
H  0.812  -3.676  12.019
H  0.494  -4.851  10.745
H  -2.773  -3.155  8.217
H  -2.736  -2.573  9.845
H  -2.200  -5.526  9.176
H  -3.799  -4.852  9.475
H  -2.597  -4.819  10.756
C  -2.816  4.511  -5.623
C  -1.768  3.539  -5.091
N  -2.309  2.232  -4.712
C  -1.370  1.416  -3.936
C  -0.085  0.969  -4.626
C  -3.050  1.512  -5.749
C  -2.323  1.206  -7.055
H  -3.642  4.631  -4.913
H  -2.364  5.497  -5.781
H  -3.225  4.184  -6.584
H  -1.326  4.009  -4.201
H  -0.962  3.447  -5.830
H  -1.890  0.530  -3.550
H  -1.089  1.985  -3.040
H  -0.271  0.168  -5.344
H  0.612  0.570  -3.881
H  0.422  1.790  -5.139
H  -3.952  2.089  -5.990
H  -3.439  0.571  -5.336
H  -1.769  2.067  -7.441
H  -3.055  0.926  -7.824
H  -1.638  0.365  -6.951
C  -2.371  -0.612  -14.510
C  -1.803  -0.551  -13.096
N  -2.532  0.352  -12.202
C  -1.820  0.633  -10.952
C  -1.584  -0.532  -9.997
C  -3.968  0.104  -12.060
C  -4.403  -1.273  -11.569
H  -2.441  0.388  -14.953
H  -1.716  -1.216  -15.148
H  -3.363  -1.075  -14.532
H  -0.768  -0.196  -13.188
H  -1.751  -1.570  -12.690
H  -2.339  1.434  -10.410
H  -0.842  1.061  -11.209
H  -2.499  -0.818  -9.474
H  -0.860  -0.237  -9.229
H  -1.178  -1.413  -10.503
H  -4.445  0.283  -13.031
H  -4.409  0.866  -11.403
H  -3.873  -2.087  -12.072
H  -5.472  -1.413  -11.773
H  -4.270  -1.380  -10.492

Here is one molecule with the formula C12H20NP in a non-equilibrium geometry from the OMol25 dataset. Energies are from ωB97M-V/def2-TZVPD.

The total energy is -23542.2988 eV. Its SMILES is C/C=C1/C=CC=C[C@@H]1[PH2]=NC(C)(C)C. As for the multiplicity: 1. For the relative energy (zero: lowest compared OMol25 entry of this formula, charge and spin), the calculation gives 108.33 kcal per mole.

Geometry (Å):
C  -2.539  -1.382  3.010
C  -2.231  -2.515  2.103
C  -1.690  -0.348  3.110
C  -0.935  -2.600  1.705
C  -0.490  -0.200  2.232
C  0.033  -1.540  1.868
C  2.475  -0.644  1.485
C  0.101  2.399  -1.679
C  1.742  0.471  -2.106
C  -0.896  0.308  -2.711
C  1.295  -1.634  1.411
C  0.239  0.891  -1.809
N  0.108  0.316  -0.469
P  -1.071  0.592  0.559
H  -3.329  -1.299  3.711
H  -2.811  -3.309  1.982
H  -1.842  0.312  3.892
H  -0.412  -3.521  1.243
H  0.189  0.525  2.535
H  2.580  -0.337  0.363
H  2.138  0.075  2.152
H  3.231  -1.251  1.813
H  -0.889  2.852  -1.846
H  0.596  2.656  -0.783
H  0.699  2.919  -2.587
H  2.002  -0.579  -2.314
H  2.307  0.900  -1.400
H  2.048  0.996  -3.136
H  -1.753  0.223  -1.995
H  -1.098  1.157  -3.369
H  -0.495  -0.603  -3.102
H  1.577  -2.662  0.906
H  -2.472  0.022  0.262
H  -1.510  1.738  0.977

Here is an isolated ion of composition CH4F3N4O and charge +1 in a non-equilibrium geometry from the OMol25 dataset. Energies are from ωB97M-V/def2-TZVPD.

The total energy is -17243.9004 eV. Its SMILES is FNC1(NF)ON1[NH2+]F. As for the multiplicity: 1. The total charge is +1. For the relative energy (zero: lowest compared OMol25 entry of this formula, charge and spin), the calculation gives 169.73 kcal per mole.

Geometry (Å):
C  0.271  -0.221  0.631
N  -1.117  -0.124  -0.330
N  1.449  0.195  0.090
N  -0.061  0.023  1.963
N  -0.926  -0.065  -1.693
O  -0.383  -1.287  0.045
F  1.670  1.619  0.318
F  0.874  0.710  2.670
F  -1.940  -0.758  -2.406
H  2.343  -0.199  0.432
H  -1.087  -0.123  2.339
H  -0.003  -0.604  -1.952
H  -1.091  0.834  -2.107